ORCA calculation (the ωB97M-V functional and the def2-TZVPD basis) on an isolated molecule of C22H30ClN3O3.

frontier orbital gap: 8.8 eV
HOMO energy: -8.333 eV
SMILES: O=C1CC[C@@H](C(=O)N2CCc3c(Cl)cccc3C2)CN1CCCN1CCOCC1
lowest unoccupied orbital energy: 0.42 eV

```
! wB97M-V def2-TZVPD RIJCOSX def2/J DEFGRID3
* xyz 0 1
O -1.58 3.23 -1.61
C -1.35 2.30 -0.85
C -2.49 1.56 -0.18
C -2.09 0.80 1.07
C -0.87 -0.07 0.75
C -1.17 -1.05 -0.39
O -0.72 -0.87 -1.51
N -1.97 -2.10 -0.11
C -2.38 -2.59 1.19
C -1.53 -3.79 1.57
C -1.53 -4.82 0.47
C -1.18 -6.14 0.71
Cl -0.71 -6.61 2.31
C -1.19 -7.10 -0.29
C -1.56 -6.73 -1.57
C -1.90 -5.41 -1.84
C -1.89 -4.46 -0.83
C -2.27 -3.04 -1.17
C 0.27 0.86 0.36
N -0.10 1.87 -0.61
C 1.00 2.53 -1.29
C 1.63 3.63 -0.45
C 2.71 4.37 -1.25
N 3.35 5.50 -0.60
C 2.47 6.62 -0.33
C 3.34 7.82 0.07
O 4.12 7.52 1.21
C 4.94 6.40 0.97
C 4.11 5.18 0.59
H -2.89 0.87 -0.94
H -3.28 2.29 0.03
H -1.83 1.50 1.86
H -2.94 0.19 1.41
H -0.55 -0.63 1.64
H -3.43 -2.89 1.11
H -2.30 -1.81 1.95
H -0.50 -3.47 1.75
H -1.90 -4.24 2.49
H -0.91 -8.11 -0.06
H -1.57 -7.46 -2.36
H -2.18 -5.12 -2.84
H -3.35 -3.01 -1.39
H -1.74 -2.71 -2.06
H 0.66 1.34 1.27
H 1.08 0.26 -0.08
H 1.74 1.78 -1.56
H 0.58 2.96 -2.20
H 2.07 3.21 0.46
H 0.84 4.34 -0.16
H 3.51 3.66 -1.51
H 2.27 4.74 -2.18
H 1.91 6.86 -1.24
H 1.76 6.42 0.49
H 2.73 8.68 0.33
H 4.00 8.08 -0.77
H 5.49 6.23 1.90
H 5.65 6.62 0.16
H 4.77 4.33 0.38
H 3.46 4.91 1.45
*
```

Results of the natural (NBO) charge analysis, in e, for atoms 1 through 2:
1 O -0.64
2 C 0.69

***

ORCA calculation (the ωB97M-V functional and the def2-TZVPD basis) on an isolated molecule of C22H30FN5O.

frontier orbital gap: 8.2 eV
HOMO energy: -7.558 eV
SMILES: CC(C)n1cc(C(=O)N2CCC[C@@H](N3CCN(c4ccc(F)cc4)CC3)C2)cn1
lowest unoccupied orbital energy: 0.63 eV

```
! wB97M-V def2-TZVPD RIJCOSX def2/J DEFGRID3
* xyz 0 1
C -7.06 -2.86 0.98
C -7.14 -1.47 0.35
C -7.57 -0.41 1.37
N -5.87 -1.11 -0.25
C -4.68 -0.95 0.36
C -3.76 -0.62 -0.62
C -2.30 -0.43 -0.52
O -1.53 -1.09 -1.19
N -1.87 0.48 0.39
C -2.67 1.52 0.99
C -2.36 2.87 0.34
C -0.86 3.17 0.42
C -0.07 2.02 -0.22
N 1.34 2.36 -0.29
C 2.14 2.29 0.90
C 2.84 0.93 1.13
N 3.59 0.58 -0.05
C 4.71 -0.23 0.04
C 5.04 -0.92 1.21
C 6.20 -1.67 1.30
C 7.04 -1.74 0.21
F 8.18 -2.47 0.29
C 6.75 -1.07 -0.97
C 5.59 -0.33 -1.04
C 2.74 0.53 -1.22
C 2.09 1.90 -1.44
C -0.44 0.71 0.50
C -4.52 -0.63 -1.81
N -5.78 -0.91 -1.56
H -6.36 -2.86 1.82
H -6.72 -3.59 0.25
H -8.04 -3.16 1.34
H -7.85 -1.49 -0.48
H -6.88 -0.38 2.21
H -7.59 0.57 0.90
H -8.56 -0.64 1.74
H -4.55 -1.09 1.42
H -3.73 1.28 0.87
H -2.44 1.56 2.06
H -2.93 3.66 0.84
H -2.66 2.84 -0.71
H -0.63 4.10 -0.09
H -0.57 3.27 1.47
H -0.41 1.92 -1.26
H 1.53 2.54 1.77
H 2.93 3.05 0.81
H 3.52 1.05 1.97
H 2.10 0.16 1.39
H 4.38 -0.90 2.07
H 6.45 -2.20 2.21
H 7.42 -1.14 -1.80
H 5.38 0.21 -1.95
H 3.32 0.26 -2.10
H 1.95 -0.23 -1.09
H 1.45 1.88 -2.32
H 2.89 2.63 -1.61
H 0.06 -0.15 0.05
H -0.18 0.78 1.57
H -4.19 -0.43 -2.80
*
```

Results of the natural (NBO) charge analysis, in e, for atoms 1 through 2:
1 C -0.61
2 C -0.04

***

ORCA calculation (the ωB97M-V functional and the def2-TZVPD basis) on a structure of composition C22H30IrN3O5S3.

frontier orbital gap (alpha / beta): 7.0 / 4.5 eV
HOMO energy (alpha / beta): -13.278 / -13.680 eV
lowest unoccupied orbital energy (alpha / beta): -6.32 / -9.19 eV

```
! wB97M-V def2-TZVPD RIJCOSX def2/J DEFGRID3
* xyz 2 5
Ir 0.36 0.31 0.22
O 1.21 -1.80 0.71
C 0.77 -2.89 0.37
C -0.25 -3.19 -0.59
C -0.60 -4.53 -0.77
C -1.58 -4.90 -1.67
C -2.25 -3.94 -2.44
C -1.94 -2.62 -2.29
C -0.94 -2.17 -1.37
O -0.71 -0.93 -1.29
N -1.91 -6.32 -1.81
O -1.26 -7.09 -1.15
O -2.80 -6.59 -2.58
H 1.21 -3.78 0.85
H -0.10 -5.30 -0.20
H -3.02 -4.27 -3.13
H -2.43 -1.86 -2.88
C 0.94 4.43 -1.14
C -0.40 3.79 -1.44
S -1.07 2.50 -0.31
C -1.07 3.30 1.34
C 0.26 3.45 2.07
S 1.30 1.93 2.13
C 2.97 2.46 1.57
C 3.12 3.55 0.52
S 2.32 3.21 -1.08
H 0.93 5.00 -0.22
H 1.17 5.11 -1.96
H -0.37 3.27 -2.40
H -1.17 4.56 -1.47
H -1.75 2.68 1.91
H -1.53 4.29 1.23
H 0.05 3.71 3.11
H 0.87 4.24 1.65
H 3.40 1.53 1.21
H 3.51 2.78 2.46
H 4.18 3.64 0.30
H 2.78 4.53 0.87
C 2.69 0.61 -3.68
N 3.15 -0.46 -2.82
C 3.91 -1.50 -3.45
C 2.93 -0.45 -1.52
O 2.32 0.45 -0.89
H 3.53 0.99 -4.27
H 2.27 1.41 -3.08
H 1.93 0.23 -4.37
H 4.94 -1.17 -3.62
H 3.47 -1.75 -4.41
H 3.94 -2.39 -2.83
H 3.35 -1.31 -0.98
C -4.55 -0.78 4.54
C -3.43 -0.56 3.60
C -3.66 -0.38 2.23
C -2.60 -0.18 1.37
N -1.33 -0.14 1.79
C -1.09 -0.32 3.09
C -2.10 -0.51 4.02
H -5.11 -1.67 4.26
H -5.24 0.06 4.52
H -4.20 -0.91 5.56
H -4.66 -0.39 1.84
H -2.75 -0.05 0.31
H -0.06 -0.30 3.40
H -1.85 -0.63 5.06
*
```

Results of the natural (NBO) charge analysis, in e, for atoms 1 through 2:
1 Ir 1.24
2 O -0.57

***

ORCA calculation (the ωB97M-V functional and the def2-TZVPD basis) on an isolated molecule of C22H30N4O2.

frontier orbital gap: 8.1 eV
HOMO energy: -8.202 eV
SMILES: Cc1ccc(-c2ccc(=O)n(CC(=O)NCCCN3CCCC[C@@H]3C)n2)cc1
lowest unoccupied orbital energy: -0.10 eV

```
! wB97M-V def2-TZVPD RIJCOSX def2/J DEFGRID3
* xyz 0 1
C -7.69 -1.73 -1.12
C -6.32 -1.36 -0.65
C -5.31 -2.31 -0.54
C -4.04 -1.96 -0.11
C -3.75 -0.64 0.23
C -2.43 -0.23 0.70
C -1.51 -1.14 1.31
C -0.32 -0.66 1.74
C 0.03 0.72 1.59
O 1.09 1.24 1.94
N -0.96 1.49 0.99
C -0.73 2.90 0.75
C 0.15 3.10 -0.50
O -0.32 3.44 -1.57
N 1.45 2.88 -0.26
C 2.44 2.79 -1.31
C 2.87 1.34 -1.55
C 3.66 0.77 -0.37
N 4.03 -0.61 -0.62
C 2.99 -1.55 -0.23
C 3.29 -2.93 -0.81
C 4.65 -3.41 -0.33
C 5.70 -2.37 -0.70
C 5.35 -0.99 -0.15
C 5.54 -0.92 1.38
N -2.12 1.03 0.58
C -4.76 0.32 0.11
C -6.02 -0.04 -0.32
H -8.45 -1.34 -0.45
H -7.87 -1.30 -2.11
H -7.80 -2.81 -1.19
H -5.51 -3.33 -0.81
H -3.28 -2.72 -0.06
H -1.77 -2.17 1.43
H 0.42 -1.30 2.22
H -0.24 3.33 1.63
H -1.70 3.36 0.57
H 1.70 2.49 0.64
H 1.98 3.20 -2.21
H 3.30 3.40 -1.03
H 1.98 0.73 -1.73
H 3.49 1.29 -2.44
H 3.08 0.86 0.56
H 4.58 1.36 -0.25
H 2.04 -1.18 -0.63
H 2.89 -1.61 0.87
H 2.50 -3.63 -0.51
H 3.29 -2.86 -1.90
H 4.63 -3.57 0.75
H 4.90 -4.37 -0.80
H 6.68 -2.67 -0.33
H 5.76 -2.30 -1.79
H 6.05 -0.27 -0.60
H 4.92 -1.65 1.89
H 6.58 -1.12 1.63
H 5.28 0.07 1.75
H -4.54 1.34 0.37
H -6.80 0.71 -0.40
*
```

Results of the natural (NBO) charge analysis, in e, for atoms 1 through 2:
1 C -0.63
2 C -0.01

***

no.,strongest force on any atom (eV/Å)
1,0.48
2,0.85
3,1.28
4,1.09